61
Properties=species:S:1:pos:R:3:forces:R:3:lowdin_charge:R:1 method="wB97M-V/def2-TZVPD" homo_lumo_gap_ev=7.47 e_lumo_ev=-0.17 largest_force_ev_per_a=15.675 total_charge=0 relative_energy_kj_mol=0.0 homo_ev=-7.64
Cu -0.354364 -1.236683 -0.009210 -0.351 -0.864 -0.114 -0.066
C -2.859403 -0.562734 -3.612287 0.793 -0.045 0.516 -0.087
C -2.735621 -0.322050 -2.040924 -1.598 0.244 -2.056 -0.256
C -1.862500 0.882600 -1.711224 -1.067 -0.002 -0.073 -0.180
C -2.414269 2.224748 -2.380551 2.395 -0.866 -0.711 -0.056
N -1.473647 3.440040 -2.055128 -2.843 0.500 2.158 -0.214
C -1.555125 3.855476 -0.513437 -0.768 0.265 -0.389 -0.048
C -2.912688 4.597657 -0.299174 0.795 -1.798 -1.161 -0.126
C -3.191249 5.201486 -1.703806 -2.421 0.805 2.899 -0.185
C -2.155837 4.731836 -2.600065 1.951 -1.155 -1.333 -0.129
C -0.132123 3.240387 -2.675520 -0.304 0.609 0.050 0.027
H -3.474004 -1.393024 -3.960092 -0.045 -0.290 0.748 0.067
H -1.832320 -0.812939 -3.877979 0.093 -0.105 -0.403 0.066
H -3.165505 0.218179 -4.308402 -0.065 0.687 0.502 0.048
H -2.285587 -1.258133 -1.710295 -0.153 0.265 0.573 0.042
H -3.706764 -0.154791 -1.575075 -0.116 -0.505 0.049 0.103
H -0.892243 0.477177 -1.998164 0.604 1.237 -0.627 0.080
H -1.812030 0.949466 -0.624445 -0.202 0.353 0.138 0.094
H -3.470446 2.476796 -2.475833 -0.294 0.158 2.007 0.137
H -2.376517 2.118137 -3.464661 1.202 -0.189 -0.318 0.101
H -0.805455 4.643425 -0.440971 0.435 -0.533 0.273 0.129
H -1.486986 3.076726 0.246159 0.801 -0.288 -0.649 0.122
H -2.792261 5.198996 0.601934 -0.180 0.450 -0.442 0.124
H -3.765065 3.931693 -0.164906 0.455 -0.388 0.675 0.109
H -3.207195 6.275513 -1.518558 0.081 0.125 -0.907 0.123
H -4.216258 4.881068 -1.890331 0.148 0.225 -0.731 0.115
H -1.416031 5.531294 -2.559330 0.521 -0.463 -0.765 0.137
H -2.444951 4.402852 -3.598205 -0.048 0.786 -0.168 0.138
H -0.346347 3.136061 -3.739155 0.267 -0.273 0.014 0.110
H 0.421894 2.394886 -2.267728 -0.343 0.056 0.041 0.094
H 0.430240 4.165316 -2.547653 0.073 -0.113 0.190 0.107
C 4.174541 -2.785341 4.408077 1.015 2.039 2.137 -0.077
C 3.384005 -4.014177 4.403672 -0.060 -0.965 -0.792 -0.179
N 2.860500 -4.184149 3.050856 -1.697 -3.089 -2.747 -0.026
C 1.712473 -3.681175 2.490693 -0.849 2.198 -0.335 0.012
C 1.577142 -4.092094 1.197340 -0.474 0.082 0.557 -0.009
N 2.545424 -5.000249 0.963017 0.290 0.585 2.714 -0.086
C 3.272089 -5.101870 2.126461 0.423 0.247 -0.845 0.014
C 2.730833 -5.613377 -0.308513 1.972 -1.876 -0.963 -0.004
H 4.862803 -2.883605 5.247574 0.449 -0.024 -0.035 0.083
H 3.567972 -1.961297 4.783770 -0.075 0.409 -0.858 0.086
H 4.769046 -2.528160 3.531421 -0.411 -0.183 -0.074 0.102
H 2.560813 -3.986028 5.117575 0.050 -0.139 -0.148 0.143
H 4.055805 -4.844533 4.621170 -0.424 -0.362 -0.148 0.126
H 1.092364 -2.903202 2.910954 0.212 -0.015 0.459 0.137
H 0.890372 -3.850881 0.399489 -0.190 0.327 0.258 0.104
H 4.044841 -5.841654 2.274637 0.101 0.287 0.004 0.157
H 2.280604 -5.151525 -1.187203 -0.152 0.705 0.650 0.101
H 2.468510 -6.670663 -0.346470 -0.548 0.023 0.464 0.101
H 3.812687 -5.660248 -0.432971 0.049 0.261 -0.529 0.101
Cl 1.159573 -2.011407 -2.120693 -0.781 0.289 1.156 -0.376
Cl -2.507060 -2.299655 0.957355 1.330 0.564 -0.572 -0.309
N 0.324619 0.310945 1.437703 2.152 1.878 -8.362 -0.277
S 0.471374 0.578608 2.838163 -2.469 -2.328 15.303 0.365
O -0.222991 1.690680 3.517519 1.966 -1.040 -2.114 -0.285
O 1.723227 0.079579 3.469071 -1.879 1.557 -1.338 -0.316
F -0.554349 -0.602952 3.258611 0.247 -0.094 0.045 -0.241
S 1.567636 1.475742 1.088993 4.558 1.213 -6.389 0.624
O 3.008370 1.123067 1.219122 -3.838 0.748 1.283 -0.269
O 1.144691 2.867585 1.052011 0.074 -1.560 1.626 -0.284
F 1.512746 1.230577 -0.494386 -0.859 -0.622 -0.393 -0.244

***

56
Properties=species:S:1:pos:R:3:forces:R:3:lowdin_charge:R:1 method="wB97M-V/def2-TZVPD" multiplicity=5 homo_lumo_gap_ev="5.52 / 5.07" e_lumo_ev="-7.90 / -10.94" largest_force_ev_per_a=6.948 total_charge=+2 relative_energy_kj_mol=506.0 homo_ev="-13.42 / -16.01"
P -1.023764 1.581750 0.778740 -2.534 -1.442 0.344 0.663
P -1.316680 0.270436 -1.046636 -3.347 -1.077 -2.294 0.862
C -2.483693 2.414889 0.070330 -0.321 0.035 0.890 -0.365
C -2.988150 1.197827 -0.676972 0.530 0.235 -0.352 -0.344
H -2.182370 3.212022 -0.623177 0.086 -0.237 0.418 0.096
H -3.107658 2.821594 0.869409 -0.297 0.053 -0.307 0.110
H -3.647781 0.562924 -0.063947 0.585 -0.045 -0.088 0.106
H -3.544482 1.414497 -1.586257 0.098 0.156 -0.118 0.102
C -0.395563 0.866662 -2.550563 0.611 -0.020 0.542 -0.211
H -0.146578 -0.079250 -3.069354 -0.184 0.514 0.092 0.037
H 0.566345 1.382136 -2.337349 -0.664 -0.175 0.010 0.039
H -1.029157 1.475288 -3.209510 0.126 -0.138 0.260 0.076
C -2.423489 -1.006362 -1.953013 0.267 -0.793 0.405 -0.219
H -2.949821 -0.520387 -2.809929 0.764 -0.112 0.562 0.085
H -3.219877 -1.327173 -1.249686 0.631 -0.014 -0.397 0.058
H -1.832321 -1.882464 -2.286466 -0.631 0.633 0.041 0.014
C -0.188491 4.283417 0.651698 -1.345 2.712 -0.701 -0.236
H -1.137194 4.168737 1.179312 0.152 0.532 -0.304 0.011
H -0.320118 4.544891 -0.402284 -0.249 -0.086 -0.351 0.043
H 0.411797 5.066512 1.126392 -0.206 -0.376 -0.490 0.041
C -1.215398 0.746273 2.353040 -0.650 0.017 0.571 -0.224
H -1.584372 -0.284670 2.293706 -0.201 0.406 -0.145 0.048
H -1.908614 1.372317 2.941874 0.215 -0.426 0.041 0.085
H -0.231888 0.727191 2.843161 -0.248 0.062 -0.165 0.060
Pd 0.745702 2.469126 0.481188 6.787 0.872 -1.201 0.926
C 0.444478 -2.886679 -2.096464 -2.787 -3.071 -1.340 0.038
C 1.441657 -2.114062 -1.672202 2.926 2.996 2.076 0.064
C 1.916694 -1.924515 -0.271913 -0.751 -0.852 -0.065 -0.125
C 1.282834 -2.828485 0.810494 0.508 0.203 0.316 -0.152
C -0.119239 -2.429661 1.154781 -0.380 0.894 0.070 -0.101
C -1.244030 -2.821622 0.556209 -0.157 0.299 0.156 -0.124
C -1.380606 -3.840380 -0.544369 -0.734 0.021 0.661 -0.151
C -0.140630 -4.098591 -1.435170 0.041 -0.608 -1.522 -0.131
C 0.720245 3.202178 2.512187 0.206 0.367 3.295 -0.172
H 0.030731 -2.716132 -3.112532 0.256 0.234 0.701 0.155
H 1.907180 -1.422923 -2.382266 0.108 -0.350 -0.032 0.155
H 1.760531 -0.850485 -0.021746 0.422 -0.229 -0.197 0.108
H 3.011455 -2.093790 -0.243133 -0.100 0.481 -0.335 0.153
H 1.404052 -3.876022 0.521626 -0.042 0.263 0.345 0.116
H 1.871563 -2.654145 1.722379 0.051 -0.289 -0.327 0.135
H -0.161386 -1.625454 1.926424 -0.063 -0.872 -0.623 0.096
H -2.210008 -2.348425 0.824649 0.649 -0.413 0.164 0.114
H -2.273536 -3.516261 -1.119408 0.759 -0.570 -0.029 0.105
H -1.620785 -4.842195 -0.135195 -0.029 0.513 -0.083 0.148
H 0.579293 -4.803266 -0.974201 -0.276 0.845 -0.036 0.144
H -0.564812 -4.654255 -2.284281 0.142 -0.124 0.214 0.136
H 1.476057 2.643650 3.082597 -0.126 -0.521 -0.400 0.041
H -0.289982 3.077643 2.951420 0.759 0.208 -0.140 0.023
H 1.028744 4.261594 2.582688 -0.193 -0.927 -0.163 0.043
F 4.523596 -0.286120 0.085229 -0.532 0.955 0.442 -0.371
Te 3.993561 1.412030 0.765363 2.385 0.488 0.686 1.883
F 5.441123 2.191970 -0.233351 -1.864 -0.854 1.049 -0.349
F 5.258428 1.107416 2.207652 -1.671 0.285 -1.918 -0.344
F 2.736443 0.525388 1.958296 0.446 0.573 -0.766 -0.427
F 3.697236 3.099679 1.640742 -0.179 -1.388 -0.786 -0.384
O 2.632727 1.633737 -0.500216 0.248 0.159 1.325 -0.690